Entry 1:
Entry from the Open Molecules 2025 dataset: an isolated molecule of C22H21ClN2O4S (ωB97M-V/def2-TZVPD).

Structure (ORCA input):
```
! wB97M-V def2-TZVPD RIJCOSX def2/J DEFGRID3
* xyz 0 1
C -5.27 -3.22 2.24
C -6.28 -2.47 1.38
O -5.90 -2.41 0.02
C -4.93 -1.53 -0.38
C -4.31 -0.59 0.43
C -3.35 0.26 -0.10
C -3.00 0.19 -1.44
N -2.00 1.03 -1.95
S -1.91 2.64 -1.46
O -1.14 3.28 -2.49
O -3.20 3.16 -1.14
C -0.84 2.49 -0.02
C 0.34 1.83 -0.27
C 1.29 1.65 0.74
N 2.46 0.98 0.44
C 3.49 0.63 1.27
O 3.50 0.84 2.47
C 4.61 -0.07 0.58
C 5.31 -1.04 1.29
C 6.36 -1.71 0.69
C 6.72 -1.41 -0.62
C 6.04 -0.43 -1.34
C 6.46 -0.11 -2.74
C 4.98 0.23 -0.73
C 1.01 2.17 2.01
C -0.17 2.84 2.25
C -1.11 3.02 1.23
Cl -2.57 3.86 1.54
C -3.62 -0.75 -2.25
C -4.57 -1.61 -1.72
H -5.13 -4.23 1.85
H -5.63 -3.29 3.26
H -4.30 -2.72 2.24
H -7.23 -3.01 1.37
H -6.46 -1.47 1.78
H -4.56 -0.48 1.47
H -2.88 0.99 0.54
H -1.85 0.95 -2.94
H 0.52 1.46 -1.27
H 2.54 0.68 -0.53
H 5.03 -1.25 2.31
H 6.90 -2.47 1.24
H 7.54 -1.94 -1.08
H 6.29 -0.97 -3.39
H 7.52 0.13 -2.77
H 5.89 0.73 -3.13
H 4.48 1.02 -1.28
H 1.73 2.03 2.81
H -0.38 3.24 3.23
H -3.36 -0.82 -3.29
H -5.06 -2.34 -2.35
*
```

Summary:
**SMILES**: CCOc1ccc(NS(=O)(=O)c2cc(NC(=O)c3cccc(C)c3)ccc2Cl)cc1
**Orbital gap**: 8.32 eV
**Energy above the lowest of the compared OMol25 structures with the same formula, charge and spin**: 0.797 eV


Entry 2:
Entry from the Open Molecules 2025 dataset: a cluster of 2 separate species, C6H10ClN3O3 in total in a non-equilibrium geometry (ωB97M-V/def2-TZVPD).

Structure (ORCA input):
```
! wB97M-V def2-TZVPD RIJCOSX def2/J DEFGRID3
* xyz 0 1
O -2.20 0.44 0.14
N -1.31 0.58 -0.72
O -0.78 1.87 -0.92
C -0.70 -0.32 -1.43
N -0.95 -1.66 -1.39
C -0.06 -2.24 -2.07
C 1.02 -1.21 -2.49
N 0.33 0.02 -2.40
H -1.30 2.49 -0.31
H -0.01 -3.21 -2.43
H 1.89 -1.39 -1.87
H 1.27 -1.47 -3.54
H 0.84 0.77 -2.10
C 0.08 -0.96 1.70
C 0.40 0.29 1.87
O 1.51 0.79 1.21
C -0.33 1.32 2.73
Cl 0.68 2.69 3.13
H -0.81 -1.30 2.02
H 0.63 -1.49 1.02
H 1.70 1.56 1.91
H -0.63 0.85 3.69
H -1.26 1.56 2.24
*
```

Summary:
**SMILES**: [O-]/[N+](O)=C1\N=CCN1.C=C(O)CCl
**Orbital gap (spin up / spin down)**: 8.20 / 8.20 eV
**Energy above the lowest of the compared OMol25 structures with the same formula, charge and spin**: 0.861 eV


Entry 3:
Entry from the Open Molecules 2025 dataset: a structure of composition C51H44CaNO6S2 in a non-equilibrium geometry (ωB97M-V/def2-TZVPD).

Structure (ORCA input):
```
! wB97M-V def2-TZVPD RIJCOSX def2/J DEFGRID3
* xyz 1 1
Ca 1.78 1.25 0.15
C -2.97 8.31 -0.41
C -1.50 8.18 0.18
C -0.52 7.64 -0.94
C -1.39 7.24 1.42
C -2.41 6.33 1.69
C -2.30 5.45 2.77
C -1.17 5.42 3.64
C -1.11 4.35 4.65
C -0.11 6.27 3.39
C -0.27 7.26 2.32
H -3.02 9.18 -1.12
H -3.71 8.48 0.40
H -3.31 7.47 -1.03
H -1.23 9.15 0.61
H -1.02 6.74 -1.32
H 0.45 7.23 -0.49
H -0.40 8.33 -1.79
H -3.23 6.12 0.98
H -2.96 4.58 3.07
H -0.25 4.45 5.31
H -0.98 3.36 4.09
H -2.00 4.26 5.23
H 0.83 6.32 3.96
H 0.50 7.98 2.17
O 4.65 3.82 -2.34
C 3.75 3.02 -1.72
O 3.93 2.07 -0.98
C 2.35 3.36 -2.23
C 2.12 4.48 -3.04
C 0.81 4.84 -3.23
C -0.21 4.09 -2.68
C 0.05 3.13 -1.71
N 1.37 2.72 -1.56
C -0.96 2.33 -0.92
O -2.10 2.19 -1.34
O -0.47 1.85 0.23
H 5.53 3.61 -2.02
H 2.92 4.80 -3.75
H 0.61 5.69 -3.89
H -1.31 4.27 -2.87
C -1.20 1.33 6.38
C -0.54 0.61 5.25
C 0.61 1.13 4.64
C 1.12 0.54 3.47
C 0.64 -0.74 3.10
C -0.51 -1.30 3.71
C -1.09 -0.60 4.72
S 1.34 -1.78 1.76
O 2.13 -0.74 0.96
C -0.12 -2.13 0.66
C -1.10 -1.11 0.47
C -2.22 -1.34 -0.25
C -2.50 -2.61 -0.77
C -3.60 -2.93 -1.53
C -3.78 -4.15 -2.08
C -2.82 -5.17 -1.95
C -1.66 -4.91 -1.24
C -1.48 -3.67 -0.62
C -0.22 -3.30 0.03
C 0.96 -4.24 0.11
C 0.90 -5.40 0.93
C -0.28 -5.90 1.53
C -0.31 -6.96 2.37
C 0.82 -7.72 2.65
C 2.00 -7.40 2.00
C 2.10 -6.29 1.14
C 3.19 -6.07 0.24
C 3.15 -4.95 -0.63
C 2.07 -4.05 -0.66
S 2.12 -2.73 -1.96
O 3.59 -2.47 -2.15
C 1.69 -3.62 -3.42
C 2.56 -4.54 -3.93
C 2.29 -5.24 -5.11
C 1.05 -5.01 -5.77
C 0.80 -5.64 -7.11
C 0.17 -4.07 -5.20
C 0.49 -3.32 -4.11
H -0.70 1.18 7.36
H -2.23 1.06 6.54
H -1.29 2.43 6.20
H 1.04 2.00 5.10
H 2.05 0.99 2.96
H -0.92 -2.21 3.29
H -1.96 -1.00 5.21
H -0.89 -0.15 0.98
H -2.99 -0.58 -0.30
H -4.33 -2.15 -1.66
H -4.67 -4.42 -2.64
H -2.97 -6.13 -2.42
H -0.85 -5.64 -1.25
H -1.12 -5.30 1.53
H -1.21 -7.18 2.92
H 0.81 -8.41 3.51
H 2.94 -7.93 2.23
H 4.16 -6.61 0.41
H 3.99 -4.83 -1.34
H 3.56 -4.59 -3.56
H 2.99 -5.91 -5.50
H 1.59 -5.47 -7.82
H -0.12 -5.33 -7.62
H 0.80 -6.70 -6.99
H -0.75 -3.90 -5.78
H -0.05 -2.38 -3.88
*
```

Summary:
**Orbital gap**: 6.96 eV
**Energy above the lowest of the compared OMol25 structures with the same formula, charge and spin**: 2.866 eV


Entry 4:
Entry from the Open Molecules 2025 dataset: an isolated molecule of C16H20N2O3 (ωB97M-V/def2-TZVPD).

Structure (ORCA input):
```
! wB97M-V def2-TZVPD RIJCOSX def2/J DEFGRID3
* xyz 0 1
C 2.00 -6.53 -1.02
O 1.48 -5.39 -0.39
C 0.68 -4.56 -1.10
C 0.34 -4.73 -2.44
C -0.50 -3.81 -3.06
C -1.00 -2.73 -2.36
C -0.65 -2.54 -1.03
C -1.20 -1.36 -0.33
O -2.28 -0.86 -0.57
N -0.41 -0.86 0.67
N -0.77 0.31 1.34
C -0.41 1.53 0.83
C 0.59 1.69 -0.06
C 1.01 2.99 -0.54
O 1.94 3.14 -1.32
C 0.20 4.18 -0.05
C -0.34 3.99 1.37
C 0.82 3.90 2.37
C -1.24 5.17 1.75
C -1.16 2.69 1.40
C 0.18 -3.46 -0.40
H 2.65 -6.26 -1.86
H 1.21 -7.20 -1.38
H 2.59 -7.05 -0.27
H 0.71 -5.56 -3.01
H -0.76 -3.95 -4.10
H -1.66 -2.02 -2.83
H 0.55 -1.15 0.79
H -1.72 0.25 1.69
H 1.12 0.85 -0.47
H 0.82 5.07 -0.11
H -0.63 4.30 -0.74
H 1.41 4.81 2.34
H 0.44 3.77 3.38
H 1.47 3.06 2.13
H -0.67 6.10 1.73
H -2.07 5.26 1.05
H -1.64 5.04 2.75
H -1.47 2.46 2.42
H -2.07 2.83 0.81
H 0.44 -3.37 0.64
*
```

Summary:
**SMILES**: COc1cccc(C(=O)NNC2=CC(=O)CC(C)(C)C2)c1
**Orbital gap**: 9.35 eV
**Energy above the lowest of the compared OMol25 structures with the same formula, charge and spin**: 2.565 eV


Entry 5:
Entry from the Open Molecules 2025 dataset: a structure of composition C37H47As3Br3CoN3O3 (ωB97M-V/def2-TZVPD).

Structure (ORCA input):
```
! wB97M-V def2-TZVPD RIJCOSX def2/J DEFGRID3
* xyz 0 2
Co -0.84 -1.04 -0.75
O -0.19 4.24 0.03
C -0.13 4.08 -1.32
C -0.03 5.17 -2.18
C 0.07 4.96 -3.55
C 0.08 3.68 -4.07
C -0.04 2.59 -3.20
C -0.15 2.78 -1.83
C -0.27 1.60 -0.89
O 0.05 0.40 -1.50
N -1.66 1.56 -0.37
N -1.71 0.29 0.29
C -2.38 0.25 1.37
C -2.42 -0.91 2.25
Br -0.90 -2.04 2.23
C -3.44 -1.07 3.10
C -3.69 -2.17 4.05
C -3.51 -3.50 3.70
C -3.80 -4.51 4.61
C -4.26 -4.19 5.88
C -4.45 -2.86 6.23
C -4.18 -1.86 5.31
H -0.15 5.17 0.24
H -0.02 6.17 -1.77
H 0.16 5.82 -4.21
H 0.16 3.52 -5.13
H -0.03 1.58 -3.57
H 0.37 1.77 -0.02
H -2.26 1.46 -1.19
H -2.93 1.14 1.68
H -4.18 -0.28 3.08
H -3.18 -3.76 2.70
H -3.67 -5.54 4.32
H -4.47 -4.97 6.59
H -4.82 -2.60 7.22
H -4.35 -0.82 5.58
C 1.06 1.40 2.82
As 2.33 0.29 1.83
C 2.71 -0.94 3.32
C 3.89 1.49 2.15
C 5.09 1.44 1.18
C 6.35 1.78 1.99
C 4.93 2.52 0.10
As 3.17 2.60 -0.82
C 3.63 1.72 -2.51
C 3.41 4.42 -1.52
C 5.22 0.04 0.56
As 6.98 -0.57 -0.11
C 6.26 -2.25 -0.84
C 7.10 0.36 -1.83
H 1.49 1.75 3.76
H 0.17 0.80 3.05
H 0.76 2.26 2.22
H 3.00 -0.39 4.22
H 3.52 -1.63 3.05
H 1.82 -1.53 3.54
H 4.23 1.26 3.17
H 3.49 2.51 2.18
H 6.20 2.71 2.54
H 7.22 1.90 1.34
H 6.57 0.99 2.71
H 5.72 2.46 -0.65
H 5.02 3.51 0.58
H 4.52 2.16 -2.95
H 2.79 1.84 -3.19
H 3.79 0.65 -2.35
H 4.41 4.55 -1.95
H 3.27 5.15 -0.71
H 2.66 4.61 -2.28
H 4.49 -0.09 -0.24
H 4.99 -0.71 1.32
H 5.95 -2.90 -0.02
H 7.04 -2.76 -1.40
H 5.41 -2.05 -1.49
H 7.45 1.38 -1.69
H 6.14 0.37 -2.34
H 7.83 -0.16 -2.44
C 2.21 -1.51 -2.11
C 1.27 -2.67 -2.18
C 1.69 -3.88 -2.77
C 0.86 -4.96 -2.82
C -0.43 -4.88 -2.26
C -1.38 -5.93 -2.20
Br -0.98 -7.61 -2.96
C -2.58 -5.74 -1.58
C -2.91 -4.50 -1.00
Br -4.57 -4.29 -0.13
C -2.03 -3.43 -1.04
O -2.26 -2.26 -0.52
C -0.78 -3.64 -1.69
N 0.05 -2.55 -1.68
H 3.07 -1.68 -2.76
H 2.57 -1.40 -1.08
H 1.71 -0.58 -2.36
H 2.69 -3.94 -3.18
H 1.18 -5.89 -3.28
H -3.30 -6.54 -1.53
*
```

Summary:
**Orbital gap (spin up / spin down)**: 7.19 / 7.20 eV
**Energy above the lowest of the compared OMol25 structures with the same formula, charge and spin**: 0.541 eV


Entry 6:
Entry from the Open Molecules 2025 dataset: an isolated molecule of C14H11FN2O4S in a non-equilibrium geometry (ωB97M-V/def2-TZVPD).

Structure (ORCA input):
```
! wB97M-V def2-TZVPD RIJCOSX def2/J DEFGRID3
* xyz 0 1
O 0.55 -3.70 -2.47
C -0.18 -3.05 -1.78
O -1.50 -3.31 -1.56
C -1.98 -2.35 -0.72
C -3.23 -2.16 -0.19
C -3.36 -1.05 0.65
C -2.27 -0.23 0.90
N -1.06 -0.41 0.39
C -0.94 -1.46 -0.40
N 0.17 -1.92 -1.06
C 1.48 -1.32 -1.05
C 1.54 -0.06 -1.90
S 2.58 1.18 -1.05
O 3.75 0.53 -0.53
O 2.76 2.30 -1.94
C 1.54 1.68 0.32
C 0.48 2.54 0.07
C -0.38 2.89 1.09
C -0.15 2.35 2.35
F -1.00 2.67 3.34
C 0.91 1.51 2.62
C 1.77 1.17 1.59
H -4.06 -2.81 -0.41
H -4.31 -0.83 1.10
H -2.37 0.63 1.55
H 2.18 -2.07 -1.41
H 1.73 -1.07 -0.01
H 0.57 0.41 -1.99
H 1.97 -0.22 -2.88
H 0.36 2.94 -0.93
H -1.21 3.55 0.93
H 1.05 1.13 3.62
H 2.62 0.54 1.75
*
```

Summary:
**SMILES**: O=c1oc2cccnc2n1CCS(=O)(=O)c1ccc(F)cc1
**Orbital gap**: 9.55 eV


Entry 7:
Entry from the Open Molecules 2025 dataset: a structure of composition C21H16Cl2NO2S2Tl (ωB97M-V/def2-TZVPD).

Structure (ORCA input):
```
! wB97M-V def2-TZVPD RIJCOSX def2/J DEFGRID3
* xyz -2 1
Tl -0.44 -0.01 0.08
Cl 4.42 6.21 1.56
C 3.46 4.74 1.55
C 3.03 4.20 2.77
C 2.29 3.05 2.78
Cl 1.79 2.39 4.31
C 1.90 2.33 1.58
O 1.26 1.25 1.66
C 2.35 2.96 0.36
C 2.05 2.44 -0.97
O 1.31 1.54 -1.30
C 3.12 4.12 0.38
H 3.29 4.68 3.70
H 2.60 2.99 -1.77
H 3.45 4.54 -0.57
S 1.49 -1.44 -0.25
C 0.86 -3.07 -0.08
C 1.77 -4.06 0.31
C 1.41 -5.39 0.41
C 0.09 -5.75 0.16
C -0.83 -4.78 -0.20
C -0.48 -3.43 -0.34
S -1.70 -2.28 -0.81
H 2.79 -3.76 0.53
H 2.14 -6.13 0.71
H -0.22 -6.79 0.25
H -1.86 -5.06 -0.38
C -2.11 0.48 2.64
C -2.92 1.55 1.97
C -3.90 2.20 2.71
C -4.71 3.20 2.20
C -4.52 3.55 0.86
C -3.56 2.95 0.08
C -3.36 3.36 -1.35
C -2.69 1.92 0.60
N -1.78 1.46 -0.26
H -2.46 0.31 3.65
H -1.04 0.71 2.70
H -2.20 -0.49 2.11
H -4.03 1.89 3.75
H -5.46 3.68 2.81
H -5.14 4.33 0.41
H -4.12 4.08 -1.65
H -3.41 2.49 -2.01
H -2.37 3.79 -1.51
*
```

Summary:
**Orbital gap**: 4.84 eV


Entry 8:
Entry from the Open Molecules 2025 dataset: an isolated molecule of C7H10 in a non-equilibrium geometry (ωB97M-V/def2-TZVPD).

Structure (ORCA input):
```
! wB97M-V def2-TZVPD RIJCOSX def2/J DEFGRID3
* xyz 0 1
C 2.39 0.06 -2.04
C 1.30 0.25 -1.29
C 0.90 -0.49 -0.11
C -0.29 -0.39 0.52
C -0.60 -0.99 1.87
C -1.35 0.55 -0.01
C -2.29 1.10 0.77
H 3.25 -0.48 -1.67
H 2.46 0.65 -2.95
H 0.67 1.10 -1.53
H 1.49 -1.40 0.05
H -0.20 -0.37 2.68
H -1.68 -1.02 1.94
H -0.11 -1.97 1.95
H -1.19 0.98 -0.99
H -2.34 0.94 1.83
H -3.07 1.63 0.24
*
```

Summary:
**SMILES**: C=C/C=C(/C)C=C
**Orbital gap**: 8.59 eV
**Energy above the lowest of the compared OMol25 structures with the same formula, charge and spin**: 2.142 eV


Entry 9:
Entry from the Open Molecules 2025 dataset: a cluster of 2 separate species, C6H9NO3 in total in a non-equilibrium geometry (ωB97M-V/def2-TZVPD).

Structure (ORCA input):
```
! wB97M-V def2-TZVPD RIJCOSX def2/J DEFGRID3
* xyz 0 1
C -0.23 -0.79 -0.45
C -1.79 0.79 -2.53
C 1.13 0.16 1.35
C 0.94 -1.05 -1.31
C -1.46 -1.05 -0.89
C 1.05 1.29 2.42
N -0.05 -0.06 0.69
O -1.63 0.64 -3.66
O 2.15 -0.48 1.20
O -1.12 0.84 1.15
H 0.77 -2.08 -1.65
H 1.78 -0.94 -0.68
H 0.85 -0.36 -2.11
H -1.55 1.07 0.34
H -1.61 -1.49 -1.78
H -2.30 -1.06 -0.21
H 0.46 1.04 3.29
H 0.65 2.07 1.88
H 1.95 1.46 2.96
*
```

Summary:
**Orbital gap**: 9.15 eV
**Energy above the lowest of the compared OMol25 structures with the same formula, charge and spin**: 3.652 eV


Entry 10:
Entry from the Open Molecules 2025 dataset: a cluster of 2 separate species, C5H15NO in total in a non-equilibrium geometry (ωB97M-V/def2-TZVPD).

Structure (ORCA input):
```
! wB97M-V def2-TZVPD RIJCOSX def2/J DEFGRID3
* xyz 0 1
C 0.88 1.50 1.79
C 0.23 0.24 1.42
N 0.64 -0.25 0.07
C 0.40 0.73 -1.01
C -0.10 -1.46 -0.29
C 0.58 -2.29 -1.38
H 0.87 1.75 2.85
H 0.56 2.37 1.23
H 1.96 1.48 1.55
H -0.87 0.36 1.27
H 0.45 -0.61 2.07
H 0.17 0.37 -2.04
H -0.29 1.52 -0.73
H 1.34 1.28 -1.17
H -0.26 -2.10 0.60
H -1.12 -1.19 -0.63
H 0.81 -3.32 -1.09
H 1.59 -1.91 -1.48
H -0.05 -2.27 -2.27
O -2.50 1.71 -0.34
H -2.13 0.85 -0.59
H -3.19 1.24 0.17
*
```

Summary:
**SMILES**: CCN(C)CC.O
**Orbital gap**: 9.30 eV
**Energy above the lowest of the compared OMol25 structures with the same formula, charge and spin**: 1.773 eV